Here is C21H28CdN2O2P2S2 as an isolated structure in a non-equilibrium geometry from the Open Molecules 2025 dataset. Energies are from the ωB97M-V functional and the def2-TZVPD basis.

charge: +2
electronic energy: -2723.45904 Ha
E_HOMO: -14.019 eV

Last column: natural (NBO) charge in e.
CARTESIAN COORDINATES (ANGSTROEM)
Cd -1.462 -0.091 0.888  1.566
C -1.094 -4.696 -0.161  -0.651
C -1.773 -3.626 0.625  0.045
C -2.795 -2.861 0.061  -0.245
C -3.436 -1.859 0.784  -0.265
C -3.049 -1.611 2.115  -0.384
C -2.037 -2.388 2.693  -0.202
C -1.408 -3.371 1.949  -0.143
H -0.846 -5.547 0.468  0.248
H -0.162 -4.309 -0.572  0.245
H -1.713 -5.032 -0.988  0.230
H -3.140 -3.112 -0.933  0.216
H -4.300 -1.339 0.377  0.251
H -3.652 -0.953 2.734  0.263
H -1.788 -2.250 3.738  0.250
H -0.640 -3.978 2.403  0.235
S 0.603 1.617 -1.396  -0.705
P 1.515 0.512 -0.024  1.177
S 0.510 -1.267 0.315  -0.715
C 1.749 1.406 1.563  -0.320
C 0.695 1.669 2.429  -0.213
C 0.916 2.362 3.604  -0.191
C 2.191 2.811 3.911  -0.170
C 3.236 2.593 3.029  -0.179
C 3.020 1.894 1.855  -0.206
C 3.148 -0.058 -0.523  -0.363
C 3.732 0.337 -1.717  -0.193
C 4.980 -0.161 -2.052  -0.201
C 5.627 -1.041 -1.200  -0.164
C 5.049 -1.410 0.007  -0.187
C 3.807 -0.919 0.352  -0.222
H -0.333 1.337 2.190  0.123
H 0.095 2.557 4.275  0.231
H 2.367 3.343 4.830  0.240
H 4.223 2.965 3.250  0.241
H 3.838 1.726 1.170  0.241
H 3.215 1.024 -2.372  0.233
H 5.443 0.138 -2.980  0.235
H 6.590 -1.441 -1.475  0.236
H 5.566 -2.081 0.677  0.234
H 3.335 -1.197 1.285  0.228
N -1.505 3.836 -1.248  -0.718
C -2.374 3.208 -2.256  -0.602
P -2.921 1.544 -1.580  2.141
O -4.361 1.297 -1.852  -1.083
O -2.456 1.533 -0.144  -1.241
C -2.124 0.185 -2.642  -0.610
N -3.285 -0.450 -3.293  -0.724
H -0.625 3.235 -1.167  0.464
H -1.979 3.791 -0.335  0.452
H -1.256 4.804 -1.481  0.446
H -1.841 3.130 -3.204  0.257
H -3.281 3.794 -2.410  0.274
H -1.584 -0.519 -1.999  0.263
H -1.419 0.582 -3.368  0.269
H -4.107 0.154 -2.872  0.482
H -3.406 -1.427 -3.021  0.435
H -3.297 -0.390 -4.315  0.444

Cartesian forces, eV/Å:
-0.52 -0.18 -0.12
0.06 0.00 -0.04
-0.19 0.13 0.15
-0.04 0.03 0.05
-0.16 -0.07 0.06
-0.18 0.07 0.10
-0.07 -0.01 0.03
-0.10 0.00 -0.02
0.01 -0.08 0.02
0.12 0.01 -0.06
-0.03 -0.07 -0.06
-0.01 0.02 -0.10
0.15 -0.01 -0.01
0.10 0.07 -0.06
0.05 0.02 -0.06
0.11 -0.06 0.08
0.21 0.09 -0.37
0.47 -0.16 0.36
0.32 0.14 0.07
-0.04 -0.21 -0.69
-0.17 -0.14 -0.15
-0.26 -0.03 -0.02
0.07 0.04 -0.06
-0.01 0.04 0.08
-0.12 -0.10 -0.09
-0.32 0.27 0.08
-0.09 0.04 0.02
0.05 -0.03 -0.05
0.02 0.04 -0.02
0.01 -0.05 0.07
-0.03 -0.04 -0.08
0.48 0.29 0.30
-0.07 0.02 0.12
0.00 0.08 0.14
0.10 0.04 0.06
0.03 -0.02 0.01
-0.02 0.02 -0.05
0.05 0.00 -0.08
0.13 -0.02 -0.02
0.05 -0.06 0.03
0.07 -0.09 0.08
0.35 0.22 0.35
-0.64 -0.78 -0.01
0.52 -0.03 -0.68
-0.41 0.07 -0.39
0.18 0.00 0.43
0.40 0.70 0.72
-0.90 -0.19 -0.16
-0.22 0.37 0.30
0.34 0.18 -0.19
-0.06 -0.23 0.13
-0.01 -0.06 0.09
0.06 0.07 0.05
-0.07 0.05 -0.24
-0.01 -0.08 0.01
0.12 -0.42 -0.22
0.01 0.15 -0.16
0.12 -0.05 0.23

---

Here is a 6-piece molecular cluster, C5H24N2O6 overall in a non-equilibrium geometry from the Open Molecules 2025 dataset. Energies are from the ωB97M-V functional and the def2-TZVPD basis.

ΔE to the lowest compared entry with this formula, charge and spin: 194.8 kJ/mol
SMILES: C[C@H](O)CCNCN.O.O.O.O.O
electronic energy: -765.80400 Ha
E_HOMO: -8.770 eV

Last column: natural (NBO) charge in e.
CARTESIAN COORDINATES (ANGSTROEM)
C 1.545 0.542 1.816  -0.635
C 0.802 0.912 0.514  0.072
O 1.602 1.947 -0.141  -0.773
C -0.630 1.328 0.498  -0.457
C -1.308 0.904 -0.823  -0.219
N -1.092 -0.516 -1.091  -0.706
C -0.992 -0.969 -2.509  -0.057
N 0.249 -1.729 -2.728  -0.815
H 1.261 -0.426 2.229  0.212
H 2.597 0.445 1.530  0.217
H 1.566 1.225 2.660  0.208
H 0.912 0.010 -0.094  0.192
H 2.296 1.595 -0.692  0.470
H -1.192 1.036 1.398  0.217
H -0.806 2.399 0.549  0.242
H -1.004 1.576 -1.625  0.220
H -2.390 1.066 -0.665  0.176
H -1.658 -1.159 -0.558  0.385
H -1.863 -1.591 -2.730  0.170
H -0.897 -0.073 -3.125  0.190
H 0.991 -1.070 -2.528  0.340
H 0.264 -2.417 -1.985  0.345
O 0.949 -2.465 0.798  -0.960
H 0.393 -3.167 0.430  0.477
H 0.466 -1.629 0.818  0.482
O -2.160 -2.599 1.052  -0.951
H -2.764 -3.346 0.870  0.477
H -2.830 -2.112 1.561  0.484
O 1.198 4.126 1.467  -0.944
H 1.324 3.247 1.838  0.464
H 1.299 3.993 0.528  0.481
O -0.897 -2.273 3.716  -0.943
H -0.923 -2.741 2.859  0.476
H 0.072 -2.207 3.684  0.465
O 0.885 2.301 -3.272  -0.929
H 1.296 2.099 -2.421  0.465
H 1.440 1.737 -3.827  0.463

Cartesian forces, eV/Å:
0.33 -0.07 -0.09
2.01 -0.12 0.35
-0.86 0.46 -0.22
-1.02 0.47 -0.03
-1.34 -0.77 1.30
0.49 0.07 -1.37
0.77 0.40 1.29
-0.87 0.11 -0.15
-0.25 0.00 -0.10
-0.08 -0.15 0.01
-0.50 0.50 -0.09
-0.29 0.12 -0.14
0.36 -0.59 0.15
0.24 -0.77 -0.30
0.73 0.43 0.03
0.28 -0.47 -0.20
0.20 0.34 -0.23
-0.23 0.36 0.19
0.16 0.14 -0.44
-0.56 -0.17 -0.17
0.26 -0.19 0.09
0.41 -0.15 -0.03
0.43 -0.39 0.23
-0.10 0.66 0.16
-0.41 -0.49 -0.40
-1.69 -0.62 0.20
0.89 -0.15 -0.41
0.72 0.68 0.21
-0.18 0.36 0.70
0.06 0.15 -0.14
0.09 -0.23 -0.34
1.12 -0.52 -1.13
-0.99 0.12 0.20
-0.08 0.45 0.89
0.67 -0.65 0.10
-0.49 0.48 0.43
-0.30 0.20 -0.52

---

Here is C4H3N3 as an isolated structure in a non-equilibrium geometry from the Open Molecules 2025 dataset. Energies are from the ωB97M-V functional and the def2-TZVPD basis.

ΔE to the lowest compared entry with this formula, charge and spin: 361.1 kJ/mol
electronic energy: -318.34719 Ha
E_HOMO: -9.304 eV

Last column: natural (NBO) charge in e.
CARTESIAN COORDINATES (ANGSTROEM)
N 2.791 0.259 0.382  -0.330
C 1.659 0.110 0.107  0.301
C 0.845 -1.598 -0.160  0.336
N -0.318 -1.621 0.079  -0.459
C -1.345 -0.695 0.102  -0.145
C -0.879 0.550 -0.081  0.022
N 0.474 0.807 -0.308  -0.615
H -2.363 -1.024 0.255  0.237
H -1.540 1.414 -0.070  0.232
H 0.716 1.785 -0.307  0.424

Cartesian forces, eV/Å:
-1.23 -0.25 -0.17
0.43 1.91 0.13
-0.98 -1.87 0.02
0.79 -0.15 -0.40
0.03 0.36 0.12
0.09 -0.29 0.19
0.46 0.09 0.32
0.19 0.24 0.02
0.33 -0.15 -0.10
-0.11 0.10 -0.13

---

Here is C29H51NOP2Si4TeYb as an isolated structure in a non-equilibrium geometry from the Open Molecules 2025 dataset. Energies are from the ωB97M-V functional and the def2-TZVPD basis.

charge: +1
multiplicity: 2
ΔE to the lowest compared entry with this formula, charge and spin: 0.0 kJ/mol
electronic energy: -4532.92818 Ha
E_HOMO (alpha / beta): -9.605 / -9.603 eV

Last column: Mulliken spin population.
CARTESIAN COORDINATES (ANGSTROEM)
C 4.987 -1.084 -1.756  0.004
C 4.081 -0.046 -1.559  -0.017
C 3.105 0.189 -2.570  -0.011
C 3.141 -0.520 -3.771  0.001
C 4.055 -1.558 -3.941  0.000
C 4.973 -1.843 -2.932  0.002
C 2.027 -0.273 -4.770  0.003
C 1.403 1.102 -4.625  -0.004
C 1.464 1.715 -3.372  0.001
C 0.816 2.964 -3.142  -0.002
C 0.024 3.484 -4.163  0.003
C -0.093 2.829 -5.393  0.001
C 0.601 1.643 -5.628  -0.001
H 5.722 -1.293 -0.976  0.001
H 4.025 -2.136 -4.868  0.000
H 5.690 -2.653 -3.059  0.000
H 2.417 -0.393 -5.787  0.000
H -0.503 4.426 -3.991  0.000
H -0.725 3.252 -6.172  0.000
H 0.525 1.112 -6.579  0.000
N 2.014 1.016 -2.295  0.011
Yb 0.608 0.282 -0.923  0.093
C 4.106 0.827 -0.321  0.038
H 3.911 1.881 -0.583  0.000
H 5.085 0.748 0.176  0.004
C 1.001 3.677 -1.818  0.007
H 2.040 3.567 -1.460  0.000
H 0.767 4.746 -1.932  -0.001
P 2.834 0.392 0.972  0.111
P -0.072 3.054 -0.425  0.040
C -1.700 3.608 -1.057  0.009
H -2.488 3.259 -0.379  0.000
H -1.713 4.705 -1.096  0.002
H -1.887 3.201 -2.059  -0.004
C 0.244 4.430 0.751  0.002
H -0.209 5.354 0.362  0.000
H -0.198 4.179 1.724  0.003
H 1.326 4.581 0.879  0.001
C 3.512 -1.225 1.509  0.018
H 4.482 -1.065 2.002  0.003
H 2.815 -1.687 2.221  0.001
H 3.645 -1.895 0.650  -0.006
C 3.520 1.439 2.318  0.000
H 2.810 1.455 3.155  0.000
H 4.483 1.024 2.651  -0.001
H 3.671 2.466 1.958  0.002
C 0.973 -1.261 -4.506  -0.001
O 0.344 -1.360 -3.463  0.000
H 0.938 -1.816 -5.450  0.000
C 0.621 -3.478 1.321  -0.008
Si -0.657 -2.854 2.556  0.001
C -2.041 -4.131 2.662  0.001
C 0.151 -2.610 4.238  0.001
Si -1.574 -0.791 1.913  -0.047
Te 0.012 1.141 2.068  0.624
Si -2.834 -1.177 -0.031  0.010
C -4.403 -2.095 0.477  0.000
C -3.333 0.442 -0.840  0.000
C -1.844 -2.231 -1.235  0.001
Si -3.079 -0.127 3.598  0.061
C -4.200 -1.548 4.130  0.013
C -2.137 0.479 5.115  0.017
C -4.134 1.271 2.901  0.004
H 1.283 -4.180 1.851  0.000
H 1.253 -2.682 0.901  0.008
H 0.152 -4.024 0.493  0.000
H -1.589 -5.069 3.021  0.000
H -2.839 -3.854 3.361  0.000
H -2.494 -4.333 1.683  0.000
H 0.788 -1.716 4.270  0.001
H -0.595 -2.525 5.041  0.000
H 0.780 -3.488 4.445  0.000
H -5.047 -1.498 1.137  0.000
H -4.971 -2.300 -0.443  0.000
H -4.205 -3.054 0.973  0.000
H -2.635 0.730 -1.639  0.001
H -4.325 0.309 -1.298  0.000
H -3.403 1.271 -0.125  0.000
H -1.573 -1.693 -2.156  0.000
H -0.929 -2.658 -0.805  -0.001
H -2.487 -3.074 -1.529  0.002
H -3.654 -2.305 4.708  0.000
H -4.975 -1.122 4.786  0.002
H -4.706 -2.048 3.294  -0.002
H -1.390 1.244 4.866  -0.009
H -2.868 0.923 5.809  0.001
H -1.627 -0.341 5.638  0.001
H -3.533 2.164 2.686  0.001
H -4.673 0.989 1.986  0.001
H -4.880 1.539 3.666  0.000

Cartesian forces, eV/Å:
0.06 -0.05 -0.19
-0.54 0.15 -0.38
-0.18 -0.34 0.51
0.37 -0.35 0.18
0.10 0.35 0.03
0.08 -0.07 0.07
1.16 1.53 0.44
-0.36 0.31 -0.17
-0.60 0.01 0.31
0.30 -0.64 0.10
0.02 -0.04 -0.22
-0.10 0.11 -0.03
0.30 0.15 0.14
-0.12 0.02 -0.27
0.16 0.09 0.26
-0.19 0.20 0.03
-0.18 -0.12 0.13
0.16 -0.23 -0.14
0.16 -0.10 0.20
-0.05 0.28 0.16
2.03 1.70 -0.71
-1.55 -1.07 0.88
0.07 -0.09 -0.09
0.16 -0.36 0.00
-0.16 0.10 -0.20
-0.08 0.24 -0.12
-0.29 0.08 -0.23
0.21 -0.20 -0.08
1.81 -0.19 -0.52
0.27 1.22 -1.76
-0.31 -0.14 0.16
0.08 0.19 -0.21
-0.07 -0.28 -0.07
0.03 0.05 0.26
0.11 -0.32 0.44
0.20 -0.34 0.11
0.11 0.24 -0.17
-0.28 -0.07 0.01
-0.31 -0.27 0.18
-0.25 -0.09 -0.17
0.27 0.01 -0.10
-0.09 0.14 0.20
-0.50 0.26 0.18
0.33 0.06 -0.08
-0.33 0.17 -0.18
-0.09 -0.25 0.11
-0.06 0.07 0.24
0.26 -0.28 -0.96
-1.46 -1.34 0.44
0.13 -0.16 -0.01
-0.10 0.27 0.15
0.12 -0.14 0.04
0.10 -0.21 -0.01
-0.08 -0.45 0.12
-0.75 -0.52 1.22
-0.17 0.21 0.34
-0.02 -0.04 -0.08
-0.13 0.09 -0.16
-0.02 -0.06 -0.20
-0.15 0.16 0.16
-0.02 0.02 0.01
-0.11 0.02 0.02
-0.06 0.04 0.13
-0.06 0.13 -0.23
-0.13 -0.17 0.08
0.12 0.10 0.18
-0.18 0.13 -0.09
0.22 -0.04 -0.17
0.14 0.02 0.19
-0.13 -0.16 -0.03
0.16 -0.02 -0.19
-0.12 0.22 0.10
0.19 -0.08 -0.19
0.08 0.00 0.20
-0.03 0.23 -0.12
-0.14 0.04 0.09
0.25 0.13 -0.01
0.00 -0.22 -0.12
-0.10 -0.20 0.17
-0.19 0.04 -0.09
0.28 0.13 -0.08
-0.12 0.19 -0.10
0.15 -0.13 -0.12
0.13 0.12 0.21
-0.18 -0.13 0.08
0.23 -0.09 -0.10
-0.11 0.19 -0.14
-0.10 -0.18 0.04
0.10 0.02 0.22
0.12 0.02 -0.23